[1]
The following is a quantum chemistry calculation of 11 unconnected molecules or ions with the total composition C33H45IN2O30PS at a distorted geometry, from the OMol25 dataset.

total charge = +1
E_LUMO = -3.9 eV
electronic energy = -4688.10598 Ha
Kohn-Sham gap = 7.57 eV
HOMO = -11.50 eV

XYZ file:
```
113
Properties=species:S:1:pos:R:3:lowdin_charge:R:1
S 3.095 -1.308 4.505 0.125
P 2.593 -0.853 2.640 0.390
C 0.710 -0.524 2.678 -0.322
C -0.175 0.857 2.678 0.034
N -1.618 0.399 2.700 0.047
C -1.570 -1.113 2.714 -0.563
I -3.385 -2.381 2.702 0.915
N -0.188 -1.741 2.723 0.040
H 2.826 -2.052 1.851 0.005
H 3.383 0.253 2.135 0.007
H 0.254 1.946 2.655 0.140
H -2.452 1.054 2.678 0.152
H 0.129 -2.739 2.716 0.163
C 2.742 2.849 -0.299 -0.127
C 1.771 2.575 -1.401 -0.124
O 2.145 1.287 -1.852 0.071
C 2.793 0.677 -0.817 -0.523
O 3.104 -0.503 -0.799 0.107
O 3.047 1.558 0.194 0.005
H 2.312 3.473 0.489 0.139
H 3.664 3.316 -0.660 0.129
H 0.735 2.538 -1.047 0.136
H 1.843 3.306 -2.211 0.138
C 5.173 2.617 -4.015 -0.144
C 5.647 3.602 -5.034 -0.126
O 4.839 4.738 -4.790 0.073
C 4.418 4.654 -3.495 -0.510
O 3.843 5.549 -2.898 0.115
O 4.724 3.439 -2.953 0.039
H 5.971 1.950 -3.678 0.130
H 4.333 2.015 -4.375 0.130
H 6.698 3.878 -4.891 0.143
H 5.511 3.241 -6.057 0.142
C 5.008 8.327 -1.385 -0.148
C 6.139 8.861 -2.204 -0.141
O 6.477 10.067 -1.545 0.064
C 6.052 9.946 -0.254 -0.516
O 6.329 10.730 0.639 0.134
O 5.277 8.835 -0.091 0.059
H 4.981 7.234 -1.374 0.116
H 4.036 8.705 -1.718 0.139
H 7.010 8.197 -2.197 0.136
H 5.847 9.053 -3.240 0.139
C 4.990 -2.686 -5.586 -0.129
C 3.850 -1.732 -5.746 -0.126
O 4.399 -0.496 -5.328 0.051
C 5.752 -0.588 -5.489 -0.500
O 6.523 0.351 -5.387 0.124
O 6.128 -1.868 -5.781 0.073
H 4.963 -3.494 -6.322 0.142
H 5.034 -3.120 -4.582 0.137
H 3.525 -1.640 -6.787 0.125
H 2.991 -2.003 -5.127 0.144
C -4.727 -7.824 1.445 -0.145
C -4.253 -6.839 0.426 -0.132
O -5.061 -5.704 0.669 0.054
C -5.482 -5.787 1.965 -0.532
O -6.057 -4.892 2.561 0.091
O -5.176 -7.002 2.506 0.072
H -3.929 -8.491 1.782 0.142
H -5.567 -8.426 1.085 0.118
H -3.202 -6.563 0.568 0.133
H -4.389 -7.201 -0.597 0.135
C -5.550 4.580 3.647 -0.128
C -4.183 4.197 4.112 -0.127
O -3.777 3.227 3.165 0.025
C -4.499 3.455 2.029 -0.519
O -4.286 2.914 0.957 0.124
O -5.490 4.368 2.249 0.080
H -5.789 5.624 3.871 0.115
H -6.331 3.938 4.069 0.145
H -3.480 5.036 4.081 0.143
H -4.189 3.775 5.121 0.143
C -8.578 7.160 4.868 -0.130
C -8.678 8.283 5.849 -0.133
O -7.522 8.122 6.648 0.075
C -6.615 7.430 5.898 -0.509
O -5.448 7.262 6.210 0.134
O -7.183 6.953 4.752 0.020
H -9.015 7.415 3.898 0.142
H -9.043 6.240 5.238 0.139
H -8.640 9.265 5.366 0.140
H -9.583 8.223 6.460 0.142
C 2.694 -1.502 -10.815 -0.138
C 1.613 -0.469 -10.807 -0.139
O 0.674 -0.989 -9.885 0.067
C 1.356 -1.835 -9.058 -0.519
O 0.893 -2.327 -8.043 0.126
O 2.622 -2.058 -9.516 0.049
H 3.681 -1.069 -10.998 0.139
H 2.510 -2.293 -11.549 0.139
H 1.966 0.502 -10.443 0.137
H 1.157 -0.336 -11.792 0.141
C -5.679 -12.072 1.573 -0.128
C -4.987 -12.902 0.541 -0.134
O -5.033 -12.090 -0.616 0.075
C -5.166 -10.800 -0.190 -0.503
O -5.069 -9.822 -0.913 0.133
O -5.420 -10.746 1.150 0.033
H -5.285 -12.243 2.578 0.141
H -6.762 -12.235 1.582 0.141
H -3.939 -13.097 0.795 0.139
H -5.492 -13.856 0.366 0.142
C 3.294 -4.037 7.461 -0.147
C 2.213 -3.004 7.470 -0.185
O 1.274 -3.524 8.392 0.059
C 1.956 -4.370 9.218 -0.514
O 1.493 -4.862 10.234 0.139
O 3.222 -4.593 8.760 0.066
H 4.281 -3.604 7.278 0.137
H 3.110 -4.828 6.727 0.136
H 2.566 -2.033 7.833 0.134
H 1.757 -2.871 6.485 0.075
```



[2]
The following is a quantum chemistry calculation of a molecular structure, C33H45N6O6OsSSi at a distorted geometry, from the OMol25 dataset.

total charge = +1
E_LUMO (alpha / beta) = -3.0 / -4.0 eV
expectation value of S² = 6.02
electronic energy = -2842.82064 Ha
Kohn-Sham gap (alpha / beta) = 6.90 / 6.94 eV
ΔE to the lowest compared entry with this formula, charge and spin = 0.0 kcal/mol
spin multiplicity = 5
HOMO (alpha / beta) = -9.95 / -10.96 eV

XYZ file:
```
93
Properties=species:S:1:pos:R:3:lowdin_spin:R:1
Os -0.156 0.734 1.334 2.589
O 1.887 2.410 -0.631 0.023
C 2.357 1.523 0.021 0.033
N 1.721 1.184 1.284 0.272
C 2.329 1.639 2.504 0.010
C 3.697 1.929 2.626 0.029
C 4.088 2.441 3.876 0.004
C 3.214 2.582 4.929 0.031
C 1.876 2.243 4.790 0.000
C 1.407 1.698 3.585 0.030
N 0.120 1.348 3.190 0.080
C -0.926 1.158 4.101 0.032
O -0.895 1.178 5.308 0.054
C -2.257 1.018 3.356 0.015
C -3.397 0.849 4.049 -0.001
C -4.638 0.901 3.291 0.021
C -4.533 0.942 1.898 0.001
C -3.289 0.998 1.316 0.026
N -2.148 1.031 1.981 0.051
C 3.492 0.652 -0.409 0.006
C 4.225 1.058 -1.526 0.001
C 5.193 0.234 -2.091 0.000
C 5.387 -0.985 -1.440 0.000
C 4.598 -1.311 -0.342 0.000
N 3.651 -0.549 0.219 0.004
H 4.357 1.817 1.781 0.001
H 5.106 2.709 3.962 -0.001
H 3.532 2.959 5.909 0.001
H 1.203 2.269 5.635 0.000
H -3.362 0.743 5.142 0.000
H -5.646 0.917 3.711 0.001
H -5.443 1.047 1.210 0.000
H -3.170 0.980 0.262 0.001
H 3.887 1.964 -1.976 0.000
H 5.717 0.512 -2.947 0.000
H 6.185 -1.625 -1.737 0.000
H 4.903 -2.269 0.148 0.000
S 0.125 -1.698 1.956 0.202
C 1.384 -1.618 3.169 0.050
N 2.674 -1.827 2.884 0.023
C 3.536 -1.653 4.033 0.003
C 2.522 -1.467 5.177 0.002
N 1.184 -1.478 4.528 0.020
H 3.028 -1.594 1.961 0.001
H 4.245 -0.799 3.887 0.001
H 4.096 -2.570 4.215 0.001
H 2.594 -0.435 5.634 0.001
H 2.480 -2.206 5.992 0.000
H 0.372 -1.011 4.878 0.001
C -3.849 2.958 -2.668 0.000
C -2.993 1.780 -3.203 0.001
C -2.100 2.189 -4.340 0.000
C -4.008 0.670 -3.587 0.000
O -2.231 1.329 -2.080 0.004
Si -1.452 -0.045 -1.703 0.027
O -0.355 0.484 -0.519 0.338
O -0.646 -0.610 -2.923 0.002
C 0.651 -0.531 -3.609 0.000
C 1.574 -1.511 -2.923 0.000
C 1.126 0.892 -3.528 0.002
C 0.413 -0.898 -5.105 0.000
O -2.476 -1.109 -1.057 0.004
C -2.668 -2.609 -0.973 0.000
C -1.395 -3.357 -1.322 0.000
C -3.113 -2.788 0.509 0.000
C -3.802 -2.860 -1.919 0.000
H -4.471 3.308 -3.520 0.000
H -3.214 3.775 -2.299 0.000
H -4.425 2.653 -1.810 0.000
H -2.715 2.401 -5.183 0.000
H -1.373 1.463 -4.632 0.000
H -1.640 3.108 -4.103 0.000
H -4.712 0.998 -4.366 0.000
H -4.609 0.328 -2.700 0.000
H -3.412 -0.146 -3.972 0.000
H 1.763 -1.350 -1.875 0.000
H 2.522 -1.525 -3.406 0.000
H 1.186 -2.550 -2.945 0.000
H 1.265 1.218 -2.499 0.001
H 0.428 1.639 -3.919 0.000
H 2.116 0.980 -4.014 0.000
H -0.335 -1.687 -5.231 0.000
H 1.353 -1.180 -5.523 0.000
H 0.083 -0.038 -5.600 0.000
H -0.524 -2.916 -0.766 0.000
H -1.176 -3.308 -2.397 0.000
H -1.385 -4.421 -1.044 0.000
H -2.302 -2.680 1.208 0.000
H -3.497 -3.832 0.596 0.000
H -3.924 -2.102 0.629 0.000
H -3.588 -2.485 -2.935 0.000
H -4.653 -2.327 -1.439 0.000
H -3.952 -3.882 -1.947 0.000
```